Molecular formula: C5H12O2
Method: DFT, ωB97M-V with the def2-TZVPD basis set

Each atom is followed by the atoms it is bonded to, with distances in Å.
Geometry (Å):
1 C -1.70549 -0.35954 1.50333  O2 1.414, H8 1.095, H9 1.095, H10 1.097
2 O -0.40339 -0.34965 0.95098  C1 1.414, C3 1.429
3 C -0.23047 0.39639 -0.25523  O2 1.429, C4 1.526, C5 1.526, H11 1.105
4 C -0.42916 1.89112 -0.01939  C3 1.526, H12 1.095, H13 1.094, H14 1.095
5 C 1.18575 0.10729 -0.74591  C3 1.526, C6 1.527, H15 1.098, H16 1.097
6 C 1.44638 -1.35191 -1.11110  C5 1.527, O7 1.408, H17 1.105, H18 1.096
7 O 1.51225 -2.19992 0.01135  C6 1.408, H19 0.969
8 H -2.33779 0.43334 1.08913  C1 1.095
9 H -1.62033 -0.19819 2.58302  C1 1.095
10 H -2.19849 -1.32379 1.32587  C1 1.097
11 H -0.95484 0.03803 -1.00827  C3 1.105
12 H 0.23807 2.22630 0.78180  C4 1.095
13 H -1.45730 2.14073 0.26042  C4 1.094
14 H -0.19206 2.45228 -0.92927  C4 1.095
15 H 1.89145 0.40536 0.04048  C5 1.098
16 H 1.38017 0.74080 -1.62076  C5 1.097
17 H 0.67597 -1.68963 -1.82797  C6 1.105
18 H 2.41282 -1.43040 -1.62224  C6 1.096
19 H 0.78644 -1.92860 0.59377  O7 0.969

Calculated values
Total energy, a.u.: -348.1635
HOMO, eV: -9.8973
F_max, eV/Å: 0.4
ΔE to the lowest compared entry with this formula, charge and spin, eV: 1.126
Total charge: 0
Structure (SMILES): CO[C@@H](C)CCO
Frontier orbital gap, Eh: 0.3996

---

Molecular formula: C28H25BrN3O6
Method: DFT, ωB97M-V with the def2-TZVPD basis set

Each atom is followed by the atoms it is bonded to, with distances in Å.
Geometry (Å):
1 C 3.12961 -1.33029 6.12838  C2 1.497, H19 1.090, H20 1.094, H21 1.094
2 C 1.67949 -1.16942 5.79196  C1 1.497, O3 1.471, H22 1.100, H23 1.095
3 O 1.57368 -1.47793 4.35737  C2 1.471, C4 1.339
4 C 0.31354 -1.27108 3.95434  O3 1.339, O5 1.223, N6 1.396
5 O -0.54544 -0.76164 4.66098  C4 1.223
6 N 0.08896 -1.71533 2.64958  C4 1.396, C7 1.408, C18 1.398
7 C -1.20226 -2.09832 2.23900  N6 1.408, C8 1.387, C13 1.414
8 C -2.38578 -1.89757 2.93358  C7 1.387, C9 1.401, H24 1.091
9 C -3.50186 -2.66130 2.56933  C8 1.401, C10 1.410, H25 1.092
10 C -3.37672 -3.65759 1.57996  C9 1.410, C11 1.400, H26 1.090
11 C -2.15859 -3.88363 0.92713  C10 1.400, Br12 1.897, C13 1.398
12 Br -1.94632 -5.32815 -0.28460  C11 1.897
13 C -1.06740 -3.05568 1.20699  C7 1.414, C11 1.398, C14 1.451
14 C 0.35522 -3.13161 0.93186  C13 1.451, N15 1.422, C18 1.376
15 N 1.00802 -3.85149 -0.10657  C14 1.422, O16 1.246, O17 1.257
16 O 0.57517 -3.78159 -1.27311  N15 1.246
17 O 2.01567 -4.52217 0.23248  N15 1.257
18 C 1.03315 -2.33373 1.82417  N6 1.398, C14 1.376, H27 1.088
19 H 3.29683 -1.01683 7.15898  C1 1.090
20 H 3.45261 -2.37265 6.04817  C1 1.094
21 H 3.75738 -0.71545 5.47676  C1 1.094
22 H 1.03776 -1.86486 6.35327  C2 1.100
23 H 1.31544 -0.14682 5.93935  C2 1.095
24 H -2.42088 -1.16958 3.74536  C8 1.091
25 H -4.46354 -2.51389 3.06521  C9 1.092
26 H -4.23424 -4.28136 1.32609  C10 1.090
27 H 2.03625 -2.49706 2.21144  C18 1.088
28 C 1.63488 2.26321 3.32350  C29 1.509, H48 1.096, H49 1.098, H50 1.100
29 C 0.90551 1.52823 2.22641  C28 1.509, O30 1.463, H51 1.105, H52 1.104
30 O 1.77931 0.39951 1.90619  C29 1.463, C31 1.353
31 C 1.49622 -0.21093 0.73276  O30 1.353, C32 1.489, O47 1.224
32 C 2.54275 -1.22235 0.41761  C31 1.489, N33 1.296, H53 1.097
33 N 2.68518 -1.69192 -0.78161  C32 1.296, C34 1.323
34 C 3.68006 -2.34564 -1.35876  N33 1.323, C35 1.467, C41 1.481
35 C 3.54521 -2.71537 -2.77237  C34 1.467, C36 1.413, C40 1.407
36 C 4.20717 -3.85571 -3.28168  C35 1.413, C37 1.394, H54 1.093
37 C 4.16894 -4.16108 -4.64134  C36 1.394, C38 1.403, H55 1.093
38 C 3.49201 -3.30646 -5.52470  C37 1.403, C39 1.406, H56 1.096
39 C 2.77373 -2.20829 -5.01895  C38 1.406, C40 1.401, H57 1.095
40 C 2.76117 -1.93760 -3.64431  C35 1.407, C39 1.401, H58 1.092
41 C 4.95595 -2.65408 -0.67277  C34 1.481, C42 1.415, C46 1.406
42 C 6.18545 -2.56679 -1.36744  C41 1.415, C43 1.396, H59 1.093
43 C 7.40496 -2.76963 -0.71968  C42 1.396, C44 1.402, H60 1.091
44 C 7.41866 -3.06375 0.65126  C43 1.402, C45 1.396, H61 1.093
45 C 6.21521 -3.14961 1.35442  C44 1.396, C46 1.399, H62 1.090
46 C 4.99361 -3.02572 0.68307  C41 1.406, C45 1.399, H63 1.090
47 O 0.52000 0.04197 0.03898  C31 1.224
48 H 0.93025 2.70982 4.03409  C28 1.096
49 H 2.33465 1.58954 3.83622  C28 1.098
50 H 2.20421 3.07837 2.85390  C28 1.100
51 H -0.07982 1.14080 2.54103  C29 1.105
52 H 0.79199 2.14857 1.32016  C29 1.104
53 H 3.31751 -1.33376 1.18602  C32 1.097
54 H 4.74932 -4.51249 -2.59599  C36 1.093
55 H 4.65860 -5.06499 -5.01307  C37 1.093
56 H 3.50196 -3.51483 -6.60064  C38 1.096
57 H 2.20768 -1.56624 -5.70123  C39 1.095
58 H 2.17163 -1.11700 -3.22937  C40 1.092
59 H 6.17705 -2.36635 -2.44236  C42 1.093
60 H 8.33329 -2.68548 -1.28723  C43 1.091
61 H 8.37294 -3.20819 1.16341  C44 1.093
62 H 6.21727 -3.32652 2.43044  C45 1.090
63 H 4.06422 -3.30234 1.18062  C46 1.090

Calculated values
Total energy, a.u.: -4271.6327
HOMO, eV: -2.9102
F_max, eV/Å: 2.6
ΔE to the lowest compared entry with this formula, charge and spin, eV: 0.058
Total charge: -1
Frontier orbital gap, Eh: 0.1988

---

Molecular formula: C36H39Cl2NO3SSi
Method: DFT, ωB97M-V with the def2-TZVPD basis set

Each atom is followed by the atoms it is bonded to, with distances in Å.
Geometry (Å):
1 C 6.38725 2.61847 -5.63110  Si2 1.856, H45 1.100, H46 1.099, H47 1.098
2 Si 7.85338 1.66556 -5.00876  C1 1.856, C3 1.863, C4 1.858, O5 1.675
3 C 8.64073 0.64143 -6.35065  Si2 1.863, H48 1.100, H49 1.099, H50 1.099
4 C 9.11401 2.77968 -4.21971  Si2 1.858, H51 1.100, H52 1.098, H53 1.098
5 O 7.25659 0.57142 -3.88914  Si2 1.675, C6 1.421
6 C 7.18919 0.44010 -2.47603  O5 1.421, C7 1.553, C13 1.536, C19 1.575
7 C 8.55832 -0.05892 -1.93940  C6 1.553, C8 1.397, C12 1.398
8 C 9.46597 -0.68509 -2.79732  C7 1.397, C9 1.399, H54 1.094
9 C 10.70847 -1.11156 -2.31728  C8 1.399, C10 1.396, H55 1.093
10 C 11.02437 -0.94689 -0.96708  C9 1.396, C11 1.395, H56 1.094
11 C 10.10449 -0.35640 -0.10065  C10 1.395, C12 1.398, H57 1.092
12 C 8.86088 0.06450 -0.58042  C7 1.398, C11 1.398, H58 1.092
13 C 6.66513 1.75152 -1.87323  C6 1.536, C14 1.397, C18 1.398
14 C 7.51904 2.64332 -1.22054  C13 1.397, C15 1.400, H59 1.094
15 C 6.98863 3.79819 -0.63313  C14 1.400, C16 1.395, H60 1.091
16 C 5.63866 4.10855 -0.79539  C15 1.395, C17 1.396, H61 1.090
17 C 4.82339 3.28478 -1.57343  C16 1.396, C18 1.395, H62 1.092
18 C 5.34447 2.12275 -2.14198  C13 1.398, C17 1.395, H63 1.094
19 C 6.14451 -0.71426 -2.23806  C6 1.575, C20 1.540, N23 1.465, H64 1.101
20 C 6.61683 -2.04383 -2.85455  C19 1.540, C21 1.529, H65 1.096, H66 1.091
21 C 7.16379 -2.89918 -1.71147  C20 1.529, C22 1.542, H67 1.096, H68 1.097
22 C 6.61476 -2.27392 -0.41362  C21 1.542, N23 1.454, H69 1.103, H70 1.106
23 N 5.93842 -1.05506 -0.82859  C19 1.465, C22 1.454, C24 1.356
24 C 5.03834 -0.45367 -0.01214  N23 1.356, C25 1.361, H71 1.092
25 C 4.94331 -0.71756 1.32006  C24 1.361, C26 1.484, H72 1.090
26 C 4.28790 0.20067 2.28390  C25 1.484, C27 1.530, C33 1.533, H73 1.102
27 C 5.05153 0.27471 3.60707  C26 1.530, C28 1.391, C32 1.400
28 C 5.27981 1.53840 4.14292  C27 1.391, C29 1.394, H74 1.099
29 C 6.08993 1.68172 5.26870  C28 1.394, C30 1.397, H75 1.095
30 C 6.61779 0.54177 5.87989  C29 1.397, C31 1.395, H76 1.093
31 C 6.33375 -0.73100 5.38397  C30 1.395, C32 1.396, H77 1.097
32 C 5.52048 -0.87206 4.25817  C27 1.400, C31 1.396, H78 1.091
33 C 2.80615 0.00355 2.62382  C26 1.533, Cl34 1.768, S35 1.868, H79 1.104
34 Cl 2.49516 -1.36006 3.70593  C33 1.768
35 S 1.59975 -0.16322 1.20783  C33 1.868, O36 1.446, O37 1.457, C38 1.858
36 O 1.90244 -1.42822 0.57631  S35 1.446
37 O 1.82440 1.08775 0.49587  S35 1.457
38 C -0.18826 -0.18393 1.71142  S35 1.858, C39 1.398, C44 1.396
39 C -0.85852 -1.39334 1.91695  C38 1.398, C40 1.406, H80 1.083
40 C -2.24283 -1.40701 2.15969  C39 1.406, C41 1.399, H81 1.085
41 C -2.95423 -0.20368 2.20628  C40 1.399, Cl42 1.723, C43 1.399
42 Cl -4.65361 -0.21350 2.48927  C41 1.723
43 C -2.28818 1.01024 2.00388  C41 1.399, C44 1.405, H82 1.083
44 C -0.90739 1.01180 1.74476  C38 1.396, C43 1.405, H83 1.083
45 H 6.72067 3.39026 -6.34063  C1 1.100
46 H 5.68690 1.94700 -6.14764  C1 1.099
47 H 5.84796 3.10818 -4.80936  C1 1.098
48 H 8.98995 1.29517 -7.16407  C3 1.100
49 H 9.50517 0.07621 -5.97566  C3 1.099
50 H 7.92044 -0.07422 -6.77098  C3 1.099
51 H 9.63571 3.33230 -5.01561  C4 1.100
52 H 8.65166 3.51166 -3.54511  C4 1.098
53 H 9.86446 2.21483 -3.65075  C4 1.098
54 H 9.21099 -0.84643 -3.84919  C8 1.094
55 H 11.41291 -1.57112 -3.01553  C9 1.093
56 H 11.99426 -1.28592 -0.59141  C10 1.094
57 H 10.33800 -0.21644 0.95675  C11 1.092
58 H 8.12958 0.51228 0.09618  C12 1.092
59 H 8.59135 2.43412 -1.16851  C14 1.094
60 H 7.65015 4.44524 -0.05539  C15 1.091
61 H 5.22310 5.00378 -0.33167  C16 1.090
62 H 3.77525 3.53484 -1.75057  C17 1.092
63 H 4.72693 1.50824 -2.80417  C18 1.094
64 H 5.17538 -0.41216 -2.66558  C19 1.101
65 H 5.70994 -2.51463 -3.24977  C20 1.096
66 H 7.32104 -1.90623 -3.67596  C20 1.091
67 H 6.82525 -3.93783 -1.79503  C21 1.096
68 H 8.26025 -2.89291 -1.69444  C21 1.097
69 H 5.90392 -2.95094 0.09026  C22 1.103
70 H 7.43439 -2.06055 0.29691  C22 1.106
71 H 4.38118 0.29570 -0.45826  C24 1.092
72 H 5.51497 -1.55458 1.72154  C25 1.090
73 H 4.32412 1.22306 1.87545  C26 1.102
74 H 4.83629 2.40330 3.62958  C28 1.099
75 H 6.30248 2.68737 5.64758  C29 1.095
76 H 7.26416 0.64287 6.75512  C30 1.093
77 H 6.73442 -1.63495 5.85863  C31 1.097
78 H 5.25764 -1.86129 3.88113  C32 1.091
79 H 2.46347 0.93499 3.10709  C33 1.104
80 H -0.32426 -2.33508 1.87803  C39 1.083
81 H -2.77578 -2.34099 2.30566  C40 1.085
82 H -2.85199 1.93459 2.03649  C43 1.083
83 H -0.41687 1.95912 1.55604  C44 1.083

Calculated values
Total energy, a.u.: -3283.7897
HOMO, eV: -7.2863
F_max, eV/Å: 1.8
Total charge: 0
Structure (SMILES): C[Si](C)(C)OC(c1ccccc1)(c1ccccc1)[C@H]1CCCN1/C=C/[C@H](c1ccccc1)[C@H](Cl)S(=O)(=O)c1ccc(Cl)cc1
Frontier orbital gap, Eh: 0.2762

---

- Look up the F_max of the second one.
  2.6 eV/Å